Record 1
Below is a structure of composition C9H31NO8Y2, with properties calculated with wB97M-V/def2-TZVPD.

CARTESIAN COORDINATES (ANGSTROEM)
Y 1.410 1.513 4.854
Y -0.080 4.000 2.457
O 0.754 1.853 2.673
H 0.533 1.163 2.019
O 0.974 3.684 4.540
H 1.352 4.375 5.107
O 2.949 1.475 0.774
H 2.052 1.669 1.092
H 3.407 1.040 1.505
O 0.865 -0.701 3.783
H 1.379 -1.466 3.460
H -0.065 -0.970 3.687
O 2.221 4.078 1.704
H 2.673 4.832 1.276
H 2.936 3.453 1.916
O -2.094 2.839 2.308
H -2.975 3.209 2.085
H -2.277 1.927 2.593
O -0.061 3.314 0.071
H 0.707 3.297 -0.531
H -0.818 3.535 -0.505
C -0.935 -4.067 -2.659
C -0.282 -2.753 -2.123
C 0.112 -1.901 -3.333
C 0.512 -0.504 -2.872
C -0.630 0.180 -2.092
C -1.123 -0.691 -0.903
N -1.274 -2.075 -1.305
O -1.975 -2.860 -0.425
C -0.233 -0.479 0.342
C -2.529 -0.062 -0.628
C 1.013 -3.178 -1.374
H -1.931 -3.816 -3.026
H -0.963 -4.801 -1.861
H -0.384 -4.380 -3.543
H 0.892 -2.315 -3.968
H -0.729 -1.742 -4.014
H 0.893 0.150 -3.660
H 1.372 -0.412 -2.191
H -1.471 0.336 -2.766
H -0.252 1.155 -1.773
H 0.842 -0.594 0.176
H -0.322 0.548 0.750
H -0.553 -1.135 1.161
H -2.897 -0.506 0.304
H -2.465 1.011 -0.456
H -3.154 -0.363 -1.462
H 1.432 -4.062 -1.852
H 0.870 -3.481 -0.331
H 1.769 -2.390 -1.375
H -1.450 -2.931 0.392

Its total charge is +4. The calculation puts the HOMO-LUMO gap at 0.0727 Eh. The value obtained for the HOMO energy is -0.64272 Ha. The calculation puts the total energy at -29751.3133 eV. The multiplicity is 1. Its largest force on an atom is 2.66 eV/A.

Record 2
Below is a cluster of 7 separate species, C9H32N4O7 in total, with properties calculated with wB97M-V/def2-TZVPD.

CARTESIAN COORDINATES (ANGSTROEM)
N -3.934 -3.732 -0.662
C -2.862 -2.923 -0.835
N -2.193 -3.090 -2.003
O -2.555 -2.084 0.020
H -4.507 -3.686 0.158
H -4.248 -4.309 -1.422
H -2.713 -3.554 -2.729
H -1.546 -2.363 -2.279
N -0.638 0.745 -4.696
C -0.200 0.148 -3.538
N 0.326 0.993 -2.622
O -0.308 -1.060 -3.359
H -1.339 0.284 -5.241
H -0.428 1.713 -4.854
H 0.544 1.942 -2.866
H 0.588 0.631 -1.709
C -0.201 -1.584 3.925
C -0.949 -2.575 3.041
O -0.486 -2.466 1.695
H 0.839 -1.883 4.045
H -0.722 -1.460 4.873
H -0.168 -0.606 3.434
H -2.025 -2.471 3.169
H -0.576 -3.566 3.326
H -1.194 -2.531 1.033
C 1.436 3.584 -0.411
C 0.506 4.555 -1.196
O 1.035 4.959 -2.430
H 1.671 2.896 -1.224
H 0.872 3.088 0.373
H 2.279 4.154 -0.028
H 0.300 5.383 -0.505
H -0.455 4.054 -1.310
H 1.674 5.659 -2.270
C -2.258 1.713 -0.299
O -2.967 1.159 0.795
H -1.295 2.080 0.059
H -2.092 1.019 -1.126
H -2.864 2.542 -0.667
H -2.597 0.295 1.007
C 1.532 0.141 0.892
O 0.301 0.079 0.169
H 2.021 1.034 0.504
H 1.290 0.401 1.929
H 2.112 -0.775 0.863
H -0.102 -0.789 0.292
C 4.921 -1.121 2.131
O 5.095 -1.254 3.520
H 5.015 -0.117 1.727
H 5.558 -1.809 1.567
H 3.900 -1.438 1.881
H 4.606 -2.007 3.852

The calculation puts the HOMO-LUMO gap at 0.3758 Eh. The value obtained for the HOMO energy is -0.35307 Ha. The calculation puts the relative energy (zero: lowest compared OMol25 entry of this formula, charge and spin) at 0.0 kcal per mole. The calculation puts the total energy at -30145.1446 eV. The multiplicity is 1. Its largest force on an atom is 2.28 eV/A. As for the SMILES: NC(N)=O.NC(N)=O.CCO.CCO.CO.CO.CO.

Record 3
Below is a cluster of 7 separate species, C9H32O7 in total, with properties calculated with wB97M-V/def2-TZVPD.

CARTESIAN COORDINATES (ANGSTROEM)
C -16.959 -20.593 6.827
C -18.202 -21.227 7.477
C -19.383 -20.318 7.704
O -18.591 -22.256 6.542
H -17.219 -20.147 5.865
H -16.172 -21.330 6.702
H -16.549 -19.761 7.412
H -17.886 -21.743 8.384
H -19.461 -19.655 6.833
H -19.332 -19.656 8.568
H -20.317 -20.879 7.674
H -19.227 -21.930 5.879
C -16.495 -16.520 7.816
C -17.157 -16.123 6.506
C -16.277 -16.327 5.275
O -18.358 -16.907 6.389
H -16.165 -17.558 7.761
H -17.217 -16.457 8.632
H -15.653 -15.885 8.110
H -17.405 -15.058 6.590
H -16.036 -17.391 5.196
H -15.408 -15.675 5.265
H -16.895 -16.112 4.398
H -18.189 -17.518 5.656
C -20.496 -22.840 -0.045
C -20.571 -22.065 1.243
C -21.248 -20.718 1.203
O -21.149 -22.849 2.309
H -20.081 -23.837 0.105
H -19.872 -22.328 -0.780
H -21.486 -22.925 -0.505
H -19.530 -21.929 1.599
H -22.295 -20.844 0.896
H -20.735 -20.062 0.504
H -21.363 -20.268 2.188
H -21.097 -23.794 2.147
O -19.092 -19.068 3.972
H -19.834 -19.398 4.504
H -18.793 -19.837 3.477
O -20.640 -21.381 4.731
H -21.498 -20.947 4.791
H -20.714 -21.978 3.962
O -21.947 -18.801 5.359
H -22.576 -19.218 5.961
H -21.618 -18.033 5.849
O -20.088 -16.556 2.867
H -19.672 -17.421 3.028
H -20.955 -16.764 2.504

The calculation puts the HOMO-LUMO gap at 0.3591 Eh. The value obtained for the HOMO energy is -0.34733 Ha. The calculation puts the relative energy (zero: lowest compared OMol25 entry of this formula, charge and spin) at 9.7 kcal per mole. The calculation puts the total energy at -24184.7878 eV. The multiplicity is 1. Its largest force on an atom is 2.00 eV/A. As for the SMILES: CC(C)O.CC(C)O.CC(C)O.O.O.O.O.

Record 4
Below is a structure of composition C9H33BeN16O11, with properties calculated with wB97M-V/def2-TZVPD.

CARTESIAN COORDINATES (ANGSTROEM)
Be 8.414 3.343 9.698
O 12.699 2.842 9.744
C 11.599 2.641 8.955
O 10.512 2.435 9.557
O 11.751 2.667 7.722
H 12.219 2.823 10.596
C 4.918 3.736 10.980
O 5.762 3.463 10.145
N 4.085 2.826 11.560
N 4.788 5.001 11.454
H 3.380 3.123 12.208
H 4.088 1.905 11.158
H 4.023 5.293 12.032
H 5.528 5.618 11.162
C 11.004 5.943 10.410
O 10.181 5.050 10.573
N 11.132 6.989 11.288
N 11.731 6.098 9.285
H 11.649 7.785 10.971
H 10.555 6.909 12.102
H 12.430 6.813 9.243
H 11.578 5.395 8.581
C 7.578 6.693 10.161
O 7.443 5.540 9.761
N 7.797 6.916 11.481
N 7.579 7.774 9.337
H 7.894 7.851 11.833
H 7.830 6.085 12.049
H 8.123 8.521 9.744
H 7.709 7.687 8.344
C 10.977 1.045 13.024
O 11.691 2.036 13.138
N 10.073 0.903 12.023
N 10.860 0.153 14.049
H 9.773 -0.012 11.736
H 9.946 1.608 11.314
H 10.087 -0.463 14.225
H 11.536 0.116 14.791
C 9.180 4.688 6.619
O 9.134 4.890 7.838
N 8.213 5.047 5.712
N 10.263 4.148 6.020
H 8.459 5.004 4.742
H 7.332 5.455 5.959
H 10.278 3.972 5.034
H 11.002 3.791 6.626
C 8.227 1.418 6.807
O 7.969 2.126 7.785
N 7.305 1.144 5.855
N 9.503 1.096 6.536
H 6.362 1.341 6.145
H 7.476 0.584 5.041
H 10.284 1.434 7.095
H 9.846 0.604 5.728
C 7.823 3.474 13.289
O 8.170 3.640 12.113
N 6.554 3.282 13.715
N 8.779 3.509 14.250
H 6.382 3.512 14.676
H 5.857 3.401 13.002
H 8.579 3.278 15.206
H 9.623 3.979 13.970
C 7.438 -0.259 10.100
O 7.515 0.921 10.411
N 7.734 -1.271 10.975
N 6.948 -0.640 8.892
H 7.925 -2.199 10.641
H 8.019 -1.065 11.914
H 6.715 0.127 8.288
H 7.038 -1.583 8.563

Its total charge is +1. The calculation puts the HOMO-LUMO gap at 0.3342 Eh. The value obtained for the HOMO energy is -0.41117 Ha. The calculation puts the relative energy (zero: lowest compared OMol25 entry of this formula, charge and spin) at 0.0 kcal per mole. The calculation puts the total energy at -56637.5186 eV. The multiplicity is 1. Its largest force on an atom is 2.71 eV/A.